<w>
# C3H2O2

The molecule C3H2O2 (the ωB97M-V functional and the def2-TZVPD basis, OMol25).

As for the lowest unoccupied orbital energy: 0.036 eV. As for the net charge: 0. For the frontier orbital gap, the calculation gives 10.4 eV. The SMILES is C=C1OC1=O. Its multiplicity is 1. As for the HOMO energy: -10.39 eV.

```
7
C3H2O2 | OMol25 | the ωB97M-V functional and the def2-TZVPD basis
C 0.06171 -0.07302 0.07392
C 1.45057 -0.19106 0.04319
C -1.32541 -0.01385 -0.01819
O 2.45081 -0.83350 -0.01846
O 0.98457 1.07248 0.00496
H -1.83530 1.03146 -0.13843
H -1.78695 -0.99250 0.05303
```



<x>
# C3H2O2

The molecule C3H2O2 (the ωB97M-V functional and the def2-TZVPD basis, OMol25).

As for the lowest unoccupied orbital energy: -0.793 eV. As for the net charge: 0. For the frontier orbital gap, the calculation gives 9.6 eV. The SMILES is C#CC(=O)O. Its multiplicity is 1. As for the HOMO energy: -10.37 eV.

```
7
C3H2O2 | OMol25 | the ωB97M-V functional and the def2-TZVPD basis
C 0.02703 0.05081 0.33601
C 0.34029 0.08321 -0.95291
C 0.23457 -0.34127 -2.17916
H -0.34840 0.64696 2.24690
H 0.26146 -0.48222 -3.24098
O -0.14926 1.16792 1.27038
O -0.29129 -1.03307 0.95092
```



<y>
# C3H2O2

The molecule C3H2O2 (the ωB97M-V functional and the def2-TZVPD basis, OMol25).

As for the lowest unoccupied orbital energy: 0.615 eV. As for the net charge: 0. For the frontier orbital gap, the calculation gives 11.6 eV. The SMILES is C#CC(=O)O. Its multiplicity is 1. As for the HOMO energy: -10.99 eV.

```
7
C3H2O2 | OMol25 | the ωB97M-V functional and the def2-TZVPD basis
C -0.49664 -0.14576 -0.02853
C 0.98863 -0.06703 0.11849
C 2.14914 -0.06696 -0.07084
H -1.90498 1.23218 -0.06848
H 3.29274 0.15115 -0.01531
O -0.90882 1.13018 0.00265
O -1.24550 -1.09328 -0.00651
```



Stability verdict: <y>, ahead by 14.5 kcal/mol



<w>
# C3H6N3O

An isolated ion of composition C3H6N3O and charge +1 (the ωB97M-V functional and the def2-TZVPD basis, OMol25).

As for the lowest unoccupied orbital energy: -4.633 eV. As for the net charge: +1. For the frontier orbital gap, the calculation gives 10.0 eV. The SMILES is ON1C=[NH+]N=CC1. Its multiplicity is 1. As for the HOMO energy: -14.63 eV.

```
13
C3H6N3O | OMol25 | the ωB97M-V functional and the def2-TZVPD basis
C -0.00353 -0.77404 -1.29710
C -1.29641 0.42880 0.59302
C 0.86754 0.07596 -0.38813
N -1.27471 -0.73003 -1.38542
N 0.03037 0.47878 0.69236
N -1.94170 0.00001 -0.43612
O 0.57895 0.60341 1.90058
H 0.62113 -1.48558 -1.86029
H -1.84286 0.92336 1.33727
H 1.73665 -0.52150 -0.02534
H 1.36263 1.11142 -0.90013
H -2.88752 0.27709 -0.67951
H 0.89230 1.54741 2.00829
```



<x>
# C3H6N3O

A 2-piece molecular cluster, C3H6N3O overall (the ωB97M-V functional and the def2-TZVPD basis, OMol25).

As for the lowest unoccupied orbital energy: -5.138 eV. As for the net charge: +1. For the frontier orbital gap, the calculation gives 9.6 eV. Its multiplicity is 1. As for the HOMO energy: -14.76 eV.

```
13
C3H6N3O | OMol25 | the ωB97M-V functional and the def2-TZVPD basis
C 1.96533 -0.18968 0.48848
C 1.14489 0.79708 -0.15812
C -0.78450 -0.18313 -0.14763
N 1.39991 1.87817 -0.63886
N -1.03312 -1.30525 -0.72469
N -1.72653 0.30167 0.69095
O 1.86328 -1.32488 0.08981
H 2.63299 0.14019 1.28064
H 0.87121 2.47073 -1.14622
H -0.51550 -1.48196 -1.52116
H -1.89936 -1.73527 -0.63335
H -1.49322 0.96361 1.33804
H -2.42539 -0.33130 1.08211
```



Stability verdict: <x>, ahead by 11.0 kcal/mol



<w>
# C6H10

The molecule C6H10 (the ωB97M-V functional and the def2-TZVPD basis, OMol25).

As for the lowest unoccupied orbital energy (spin up / spin down): -0.579 / -0.579 eV. As for the net charge: 0. For the frontier orbital gap (spin up / spin down), the calculation gives 7.5 / 7.5 eV. Its multiplicity is 1. As for the HOMO energy (spin up / spin down): -8.09 / -8.09 eV.

```
16
C6H10 | OMol25 | the ωB97M-V functional and the def2-TZVPD basis
C -0.51182 -2.14666 0.62242
C 0.51305 -1.02378 0.76244
C -0.40350 1.12605 -0.03950
C -0.33378 2.48475 -0.63452
C 0.44047 0.07905 -0.28339
C 1.14729 0.13828 -1.52654
H -1.52861 -1.74327 0.55481
H -0.32719 -2.74887 -0.27263
H -0.47323 -2.80849 1.49408
H 0.40001 -0.55982 1.75199
H 1.52777 -1.43931 0.73548
H -1.15503 0.99645 0.74746
H 0.21840 3.08370 0.10542
H 0.22867 2.48451 -1.56757
H -1.31604 2.95241 -0.74250
H 1.57354 -0.87499 -1.70747
```



<x>
# C6H10

The molecule C6H10 (the ωB97M-V functional and the def2-TZVPD basis, OMol25).

As for the lowest unoccupied orbital energy: 1.083 eV. As for the net charge: 0. For the frontier orbital gap, the calculation gives 10.4 eV. The SMILES is CC#CC(C)C. Its multiplicity is 1. As for the HOMO energy: -9.31 eV.

```
16
C6H10 | OMol25 | the ωB97M-V functional and the def2-TZVPD basis
C -1.12000 2.64095 -1.32016
C -0.60486 1.35834 -0.83907
C -0.23559 0.37236 -0.25138
C 0.13350 -0.67493 0.71368
C 1.65117 -0.87603 0.80829
C -0.61751 -1.99381 0.49779
H -0.55363 3.45428 -0.85338
H -1.07005 2.75966 -2.40631
H -2.16591 2.74231 -1.01096
H -0.20019 -0.26775 1.67808
H 2.03629 -1.43610 -0.05168
H 1.89912 -1.43489 1.71774
H 2.17316 0.08565 0.84737
H -0.20697 -2.54807 -0.35324
H -0.52512 -2.62125 1.39211
H -1.68227 -1.82023 0.31027
```



<y>
# C6H10

The molecule C6H10 (the ωB97M-V functional and the def2-TZVPD basis, OMol25).

As for the lowest unoccupied orbital energy: 1.114 eV. As for the net charge: 0. For the frontier orbital gap, the calculation gives 10.4 eV. The SMILES is CCC#CCC. Its multiplicity is 1. As for the HOMO energy: -9.33 eV.

```
16
C6H10 | OMol25 | the ωB97M-V functional and the def2-TZVPD basis
C 2.70101 0.42680 0.06957
C 1.99053 -0.92953 0.13760
C 0.53016 -0.79629 0.20322
C -0.66715 -0.67444 0.28730
C -2.12082 -0.49229 0.37468
C -2.54097 0.95075 0.07542
H 2.42597 0.96509 -0.84246
H 2.42155 1.05067 0.92357
H 3.78796 0.29642 0.07898
H 2.26318 -1.53842 -0.73325
H 2.33304 -1.48453 1.02011
H -2.46367 -0.78230 1.37569
H -2.61326 -1.17553 -0.32851
H -2.26414 1.22627 -0.94696
H -3.62354 1.06920 0.18734
H -2.04606 1.64800 0.75845
```



<z>
# C6H10

The molecule C6H10 (the ωB97M-V functional and the def2-TZVPD basis, OMol25).

As for the lowest unoccupied orbital energy: 1.268 eV. As for the net charge: 0. For the frontier orbital gap, the calculation gives 10.5 eV. The SMILES is C=CC/C=C/C. Its multiplicity is 1. As for the HOMO energy: -9.20 eV.

```
16
C6H10 | OMol25 | the ωB97M-V functional and the def2-TZVPD basis
C 0.01417 -1.15634 2.31437
C 0.06941 -0.62965 0.90903
C -1.16199 0.24272 -2.22440
C 0.10661 0.25880 -1.82072
C 0.63760 1.18395 -0.75924
C 0.69212 0.50133 0.59007
H -0.95810 -1.62797 2.48814
H 0.79583 -1.89696 2.53029
H 0.12434 -0.32593 3.02054
H -0.49678 -1.15880 0.14236
H -1.56466 -0.52460 -2.88218
H -1.88214 0.97431 -1.85849
H 0.80362 -0.51210 -2.15393
H -0.02706 2.05273 -0.66349
H 1.62671 1.58935 -1.01874
H 1.22031 1.02914 1.38640
```



Stability verdict: <z>, ahead by 5.0 kcal/mol



<w>
# C5H12NO

An isolated ion of composition C5H12NO and charge -1 (the ωB97M-V functional and the def2-TZVPD basis, OMol25).

As for the lowest unoccupied orbital energy: 3.923 eV. As for the net charge: -1. For the frontier orbital gap, the calculation gives 6.2 eV. The SMILES is CCN[C@H](C)C[O-]. Its multiplicity is 1. As for the HOMO energy: -2.23 eV.

```
19
C5H12NO | OMol25 | the ωB97M-V functional and the def2-TZVPD basis
C -0.13446 0.44882 -2.46038
C 1.17806 0.09352 -1.76105
N 1.14351 0.32176 -0.33838
C 0.25164 1.20136 1.71483
C 0.00825 0.24388 0.56546
C -0.53374 -1.14894 1.03739
O -1.85002 -1.19752 1.10915
H -0.45426 1.43851 -2.15134
H -0.85366 -0.30609 -2.15394
H 0.06641 0.38830 -3.52534
H 1.92044 0.80264 -2.15522
H 1.49300 -0.92065 -2.03903
H 1.96501 -0.08094 0.09402
H -0.41612 0.95979 2.53814
H 1.26305 1.09661 2.14561
H 0.25256 2.26043 1.45899
H -0.86989 0.63833 0.04415
H 0.00240 -1.87804 0.34601
H 0.03257 -1.38626 1.99381
```



<x>
# C5H12NO

An isolated ion of composition C5H12NO and charge -1 (the ωB97M-V functional and the def2-TZVPD basis, OMol25).

As for the lowest unoccupied orbital energy: 4.042 eV. As for the net charge: -1. For the frontier orbital gap, the calculation gives 6.5 eV. The SMILES is C[C@H](N)CCC[O-]. Its multiplicity is 1. As for the HOMO energy: -2.45 eV.

```
19
C5H12NO | OMol25 | the ωB97M-V functional and the def2-TZVPD basis
C 2.01600 -0.49358 -1.04621
C 0.56934 -0.28896 -0.63053
C 0.53746 0.34813 0.75331
C -0.86723 0.68342 1.31364
C -1.95704 -0.37623 1.06019
O -2.42168 -0.34004 -0.22702
N -0.06493 0.58393 -1.56744
H 2.69823 -0.92564 -0.31543
H 2.07720 -1.05530 -1.99053
H 2.39805 0.47728 -1.39936
H 0.06357 -1.26810 -0.53181
H 0.94867 -0.38497 1.46122
H 1.15478 1.24892 0.74102
H -1.26393 1.59009 0.83468
H -0.68251 0.88275 2.38185
H -1.52257 -1.39296 1.26079
H -2.74136 -0.21713 1.84668
H 0.13418 0.38576 -2.53809
H -1.07621 0.54264 -1.40697
```



Stability verdict: <x>, ahead by 19.3 kcal/mol



<w>
# C5H12NO

An isolated ion of composition C5H12NO and charge -1 (the ωB97M-V functional and the def2-TZVPD basis, OMol25).

As for the lowest unoccupied orbital energy: 4.087 eV. As for the net charge: -1. For the frontier orbital gap, the calculation gives 6.7 eV. The SMILES is C[C@@H](N)CCC[O-]. Its multiplicity is 1. As for the HOMO energy: -2.58 eV.

```
19
C5H12NO | OMol25 | the ωB97M-V functional and the def2-TZVPD basis
C -1.82530 0.54591 -1.35357
C -0.81134 0.09025 -0.32397
C 0.59804 0.09660 -0.88177
C 1.62984 -0.30787 0.19975
C 1.42225 0.28674 1.62982
O 0.44737 -0.31357 2.34961
N -1.11868 -1.24237 0.18731
H -1.69534 1.62020 -1.49516
H -2.84383 0.38374 -0.99843
H -1.66045 0.03241 -2.30095
H -0.79926 0.78809 0.52182
H 0.85964 1.06947 -1.32046
H 0.72536 -0.64601 -1.66725
H 1.50268 -1.38271 0.35647
H 2.67057 -0.11183 -0.09057
H 1.22203 1.38373 1.49069
H 2.42610 0.19962 2.10638
H -2.10214 -1.23707 0.47256
H -0.64754 -1.25534 1.11770
```



<x>
# C5H12NO

A 2-piece molecular cluster, C5H12NO overall (the ωB97M-V functional and the def2-TZVPD basis, OMol25).

As for the lowest unoccupied orbital energy: 4.243 eV. As for the net charge: -1. For the frontier orbital gap, the calculation gives 6.9 eV. Its multiplicity is 1. As for the HOMO energy: -2.62 eV.

```
19
C5H12NO | OMol25 | the ωB97M-V functional and the def2-TZVPD basis
C 1.13684 -1.19901 1.75011
C 0.25314 -1.59007 2.91051
C -1.00987 -1.16930 2.92269
H 1.51082 -2.09050 1.22823
H 0.50839 -0.65475 1.01589
H 2.01312 -0.62627 2.07287
H 0.70644 -2.13972 3.73633
H -1.70560 -1.41103 3.72279
H -1.36755 -0.61124 2.06101
C -0.93006 0.57046 -1.44275
O -0.71321 0.00931 -0.21906
C 0.32781 1.29824 -1.97656
N -0.01282 2.02355 -3.22277
H -1.15829 -0.18396 -2.24759
H -1.74677 1.30074 -1.42042
H 0.62993 2.00987 -1.20658
H 1.10944 0.55139 -2.14477
H 0.76995 2.53845 -3.60298
H -0.32170 1.37384 -3.93694
```



<y>
# C5H12NO

An isolated ion of composition C5H12NO and charge -1 (the ωB97M-V functional and the def2-TZVPD basis, OMol25).

As for the lowest unoccupied orbital energy: 4.005 eV. As for the net charge: -1. For the frontier orbital gap, the calculation gives 6.3 eV. The SMILES is C[C@@H](C[O-])N(C)C. Its multiplicity is 1. As for the HOMO energy: -2.29 eV.

```
19
C5H12NO | OMol25 | the ωB97M-V functional and the def2-TZVPD basis
C -1.53329 0.12481 0.61021
N -0.71994 0.15627 -0.61136
C -0.70031 1.49860 -1.16947
C 1.35823 0.30319 0.86439
C 0.64366 -0.33243 -0.31960
C 0.63306 -1.92315 -0.10262
O 0.48804 -2.33852 1.15994
H -1.26680 0.83239 1.39841
H -2.57927 0.28021 0.32612
H -1.46189 -0.88562 0.98486
H -0.27320 2.26576 -0.49446
H -1.73390 1.78571 -1.39973
H -0.08113 1.52967 -2.06288
H 1.05912 1.34320 1.06160
H 2.42795 0.35803 0.66401
H 1.10687 -0.30675 1.74201
H 1.19419 -0.20352 -1.25710
H 1.60498 -2.25365 -0.56648
H -0.16639 -2.23420 -0.82786
```



Stability verdict: <w>, ahead by 18.5 kcal/mol



<w>
# C9H12

The molecule C9H12 (the ωB97M-V functional and the def2-TZVPD basis, OMol25).

As for the lowest unoccupied orbital energy (spin up / spin down): -0.096 / 0.627 eV. As for the net charge: 0. For the frontier orbital gap (spin up / spin down), the calculation gives 7.1 / 8.2 eV. Its multiplicity is 1. As for the HOMO energy (spin up / spin down): -7.15 / -7.59 eV.

```
21
C9H12 | OMol25 | the ωB97M-V functional and the def2-TZVPD basis
C 0.06384 -0.57631 1.15589
C -0.19319 1.55031 -0.33197
C 0.74503 0.75722 0.58641
C 0.24977 0.23015 -0.87320
C -0.56076 -0.81873 -0.15554
C 1.80291 0.53058 -0.36119
C -1.61336 1.86518 0.06043
C -1.67169 -1.68017 -0.57409
C 2.87680 -0.47340 -0.19421
H 0.91485 -1.21238 1.43419
H -0.62902 -0.55480 2.00147
H 0.30919 2.40440 -0.77543
H -2.06629 1.05744 0.62757
H -2.21694 2.04661 -0.82670
H -1.62145 2.76592 0.67093
H -1.82354 -1.62458 -1.64962
H -2.59805 -1.37549 -0.07882
H -1.48299 -2.71894 -0.28671
H 2.58134 -1.32718 0.43956
H 3.72908 0.00341 0.29295
H 3.20448 -0.84924 -1.16193
```



<x>
# C9H12

C9H12 as an isolated structure (the ωB97M-V functional and the def2-TZVPD basis, OMol25).

As for the lowest unoccupied orbital energy: 1.135 eV. As for the net charge: 0. For the frontier orbital gap, the calculation gives 10.0 eV. Its multiplicity is 1. As for the HOMO energy: -8.82 eV.

```
21
C9H12 | OMol25 | the ωB97M-V functional and the def2-TZVPD basis
C -0.68354 1.06708 1.33463
C 0.86577 1.26213 1.12663
C 1.37841 0.16308 0.16005
C 1.35664 0.50041 -1.31481
C 0.46015 -0.36512 -1.90377
C -0.26032 -1.32817 -1.00763
C -1.77423 -1.05984 -0.32736
C -1.00434 0.13485 0.21269
C 0.27188 -0.77816 0.33085
H -1.26658 1.90999 1.76093
H -0.86257 0.13708 2.14238
H 0.87383 2.35642 0.65568
H 1.42075 1.24686 2.05753
H 2.49750 0.01455 0.73725
H 2.06419 1.04303 -2.03028
H -0.01426 -0.43383 -2.99664
H -0.04379 -2.34380 -1.04418
H -2.80977 -0.90867 -0.80570
H -1.81289 -2.01747 0.37498
H -0.94111 0.76412 -0.66542
H 0.28427 -1.36453 1.20218
```



<y>
# C9H12

A 2-piece molecular cluster, C9H12 overall (the ωB97M-V functional and the def2-TZVPD basis, OMol25).

As for the lowest unoccupied orbital energy: 1.090 eV. As for the net charge: 0. For the frontier orbital gap, the calculation gives 9.8 eV. The SMILES is Cc1ccccc1.C=C. Its multiplicity is 1. As for the HOMO energy: -8.73 eV.

```
21
C9H12 | OMol25 | the ωB97M-V functional and the def2-TZVPD basis
C -1.46146 -1.74505 0.04236
C -0.86077 -2.54919 0.92105
H -1.58852 -0.67585 0.24698
H -1.84499 -2.13076 -0.90914
H -0.47725 -2.16348 1.87255
H -0.73372 -3.61839 0.71642
C -0.00552 -1.34684 3.61495
C 1.14821 -1.69066 2.91047
C -0.89679 -0.42476 3.06629
C 1.40417 -1.11566 1.66562
C -0.63344 0.14567 1.82087
C 0.51762 -0.19223 1.10050
C 0.78045 0.39998 -0.26138
H -0.20842 -1.79540 4.59638
H 1.85896 -2.41125 3.33615
H -1.80501 -0.14317 3.61531
H 2.31667 -1.38806 1.11905
H -1.33761 0.87401 1.39747
H 1.86530 0.47017 -0.44796
H 0.34516 1.41097 -0.33223
H 0.32913 -0.23302 -1.04383
```



Stability verdict: <y>, ahead by 88.5 kcal/mol